# 1
Computed, not measured: C30H57N4O4P2PdSe2Si as an isolated structure, with wB97M-V/def2-TZVPD.

Summary:
E_tot   -206808.3511 eV
Energy relative to the best compared isomer or geometry (same formula, charge and spin)   44.3 kJ/mol
Orbital gap (spin up / spin down)   7.92 / 7.00 eV
LUMO (spin up / spin down)   -0.060 / -0.140 hartree
<S²>   6.070

```
! wB97M-V def2-TZVPD RIJCOSX def2/J DEFGRID3
* xyz 1 5
Pd 0.30 -0.48 -1.60
Se -1.28 -2.85 -2.79
Se 1.82 -1.65 -3.34
P -1.21 1.09 -2.72
P -1.60 -0.62 1.36
Si 3.53 3.56 -1.52
O -1.59 2.19 -1.63
O -2.64 0.63 -3.32
O -1.42 -0.70 -0.13
O -0.70 1.98 -3.94
N -1.29 -2.11 2.00
N 1.58 -1.15 0.11
N -0.63 0.47 2.07
N -3.14 -0.18 1.74
C 0.18 1.80 3.83
C 1.58 -3.46 -2.66
C -1.53 -2.25 -4.63
C 3.59 -1.35 -2.61
C 0.26 1.48 -4.87
C -2.25 3.41 -2.00
C 3.10 0.19 1.33
C -0.01 0.35 3.40
C -5.48 -0.36 1.98
C -1.04 -4.46 2.08
C 2.38 2.14 -1.67
C 0.44 2.53 2.51
C 3.35 4.67 -3.01
C 2.53 -2.08 2.10
C -2.12 -4.04 3.07
C 5.28 2.91 -1.39
C 3.36 -1.90 3.18
C 4.06 -0.70 3.35
C -4.28 -1.00 1.29
C -0.95 -3.26 1.14
C -3.53 0.70 2.85
C -0.49 1.84 1.52
C -3.59 0.00 -2.45
C -1.79 -2.57 3.30
C 1.64 1.17 -1.71
C 0.25 -4.04 -3.12
C 3.08 4.48 0.04
C 2.38 -1.03 1.15
C -4.89 0.16 3.29
C 3.92 0.33 2.43
H -2.60 3.86 -1.08
H 0.25 -4.25 -4.19
H 1.99 -3.00 1.95
H 0.04 -3.14 0.70
H 4.71 -0.58 4.21
H -1.27 -5.38 1.55
H -1.82 -3.09 -5.25
H 4.30 -1.98 -3.13
H 2.41 -4.07 -3.02
H -2.66 -1.98 3.61
H -3.23 -0.99 -2.15
H -5.85 0.48 1.38
H 0.57 2.33 -5.48
H -3.75 0.59 -1.55
H 1.12 1.08 -4.35
H -3.10 3.21 -2.66
H -0.65 -0.19 4.10
H 2.03 4.81 0.01
H -2.34 -1.52 -4.61
H 3.20 3.84 0.92
H 2.34 5.09 -3.07
H -2.80 0.69 3.66
H -1.46 2.34 1.47
H -4.52 -0.09 -3.01
H -4.16 -2.04 1.61
H 3.70 5.37 0.19
H 0.05 -4.97 -2.60
H -0.20 0.72 -5.52
H 3.54 4.12 -3.93
H -1.55 4.07 -2.50
H -4.36 -0.99 0.21
H 0.94 -0.18 3.34
H 1.48 2.40 2.20
H -2.11 -4.62 4.00
H 0.25 3.60 2.57
H 3.48 -2.70 3.90
H 0.99 1.92 4.55
H 5.37 2.22 -0.56
H 4.47 1.25 2.56
H -0.63 -1.78 -5.00
H 5.99 3.72 -1.25
H 2.98 0.96 0.58
H -0.09 -4.60 2.60
H 5.56 2.37 -2.30
H 3.58 -1.56 -1.54
H -3.62 1.74 2.51
H -1.02 -2.46 4.07
H -4.76 -0.66 3.99
H -6.30 -1.06 2.12
H -5.51 0.92 3.77
H -1.66 -3.35 0.31
H -0.08 1.80 0.51
H 4.06 5.50 -2.97
H -0.74 2.18 4.29
H 3.81 -0.29 -2.76
H 1.63 -3.40 -1.57
H -3.11 -4.14 2.62
*
```

---

# 2
Computed, not measured: a 3-piece molecular cluster, C30H58BrClN3O7P overall in a non-equilibrium geometry, with wB97M-V/def2-TZVPD.

Summary:
E_tot   -142701.2968 eV
Orbital gap (spin up / spin down)   9.07 / 8.48 eV
LUMO (spin up / spin down)   0.017 / -0.009 hartree
<S²>   2.009

```
! wB97M-V def2-TZVPD RIJCOSX def2/J DEFGRID3
* xyz 0 3
Br 6.27 -4.70 3.72
Cl 0.02 -2.84 1.73
P 1.86 -1.93 2.35
O 4.72 -4.22 -1.36
O 2.50 -1.00 1.03
O 3.81 -3.94 1.73
O -0.49 1.25 2.80
O -3.11 3.06 -3.32
O 2.15 -4.77 0.25
O 6.32 -3.51 0.22
N -0.31 2.15 1.80
N -3.67 3.90 -4.22
N 2.88 -9.19 2.76
C 3.79 -3.29 -0.75
C 2.74 -6.68 2.74
C -0.13 4.62 1.41
C -0.94 0.14 0.37
C 7.15 -5.01 -1.50
C 3.13 -3.30 2.83
C -0.02 3.79 3.70
C -5.32 2.27 -5.28
C -4.80 4.61 -3.55
C 5.26 -3.20 4.51
C -0.68 3.50 2.33
C -4.09 4.04 -6.67
C 4.29 -2.41 3.55
C -4.39 5.20 -2.19
C 6.37 -2.13 5.02
C 2.77 -7.99 3.67
C 2.37 -4.25 3.85
C -5.24 5.85 -4.37
C -6.47 3.03 -4.64
C 6.00 -4.15 -0.79
C -2.20 3.68 2.46
C 1.70 -5.56 3.24
C 3.13 -4.07 0.52
C -1.06 1.67 0.61
C -6.03 3.70 -3.34
C -2.91 2.07 -5.82
C -0.43 2.29 -0.67
C -2.93 3.36 1.16
C -2.58 1.96 0.68
C -4.01 3.09 -5.43
H -0.29 5.60 1.87
H 3.75 -7.97 4.26
H -1.47 -0.44 1.13
H -1.38 -0.14 -0.59
H 6.71 -5.53 -2.41
H -3.13 1.61 -6.79
H -1.17 2.79 -1.30
H 4.25 -2.30 -0.45
H -4.17 4.44 -1.44
H 3.80 -6.28 2.68
H 8.00 -4.32 -1.82
H -3.27 3.85 -7.37
H 0.94 -5.38 2.42
H 0.07 1.54 -1.29
H -5.03 3.92 -7.22
H 0.11 -0.18 0.37
H 2.97 -4.58 4.76
H 1.12 -6.05 4.10
H 1.90 -8.07 4.39
H 4.69 -3.52 5.43
H -7.29 2.34 -4.43
H -5.19 5.82 -1.77
H -5.80 2.92 -2.61
H 4.85 -1.77 2.78
H 6.88 -2.55 5.95
H -5.64 1.89 -6.25
H -2.44 4.70 2.77
H -4.01 3.43 1.33
H -3.98 5.09 -6.41
H -5.99 6.43 -3.82
H 0.95 4.51 1.26
H -2.83 1.24 -5.10
H -6.86 4.27 -2.93
H 1.07 3.65 3.64
H -3.04 1.80 -0.30
H 2.98 -3.06 -1.53
H -0.61 4.66 0.44
H -2.59 3.03 3.26
H 3.70 -1.66 4.20
H -4.40 6.51 -4.57
H -1.93 2.55 -5.90
H 7.55 -5.81 -0.80
H 3.49 -8.88 1.99
H 1.50 -3.62 4.28
H -0.40 3.15 4.50
H -2.69 4.10 0.39
H 0.36 3.01 -0.46
H 1.94 -9.32 2.34
H -6.88 3.77 -5.34
H -3.51 5.85 -2.29
H 7.19 -2.12 4.21
H 5.93 -1.09 5.17
H -5.12 1.39 -4.65
H -5.72 5.60 -5.32
H 3.48 -1.00 1.13
H -0.20 4.82 4.01
H -3.06 1.25 1.36
H 2.45 -6.96 1.66
*
```

---

# 3
Computed, not measured: a 10-piece molecular cluster, C30H58Cl10O10S4 overall in a non-equilibrium geometry, with wB97M-V/def2-TZVPD.

Summary:
E_tot   -221086.5558 eV
Energy relative to the best compared isomer or geometry (same formula, charge and spin)   72.9 kJ/mol
Orbital gap   9.86 eV
LUMO   0.001 hartree
Structure (SMILES)   O=S1(=O)CCCC1.O=S1(=O)CCCC1.O=S1(=O)CCCC1.O=S1(=O)CCCC1.O=C1CCCO1.ClCCCl.ClCCCl.ClCCCl.ClCCCl.ClCCCl

```
! wB97M-V def2-TZVPD RIJCOSX def2/J DEFGRID3
* xyz 0 1
Cl -17.10 -6.49 -19.52
Cl -20.00 -3.84 -17.96
Cl -14.41 -5.85 -13.69
Cl -16.25 -3.04 -13.34
Cl -10.98 -5.09 -19.99
Cl -17.22 -2.13 -16.86
Cl -15.60 -8.95 -18.06
Cl -13.02 -0.34 -14.72
Cl -13.89 -4.00 -18.47
Cl -16.45 -7.72 -11.78
S -22.79 1.30 -17.39
S -18.67 -9.22 -15.73
S -20.24 -3.60 -13.08
S -22.90 -7.01 -16.01
O -18.34 -7.88 -16.16
O -22.49 2.16 -16.23
O -23.94 1.66 -18.26
O -20.22 -2.74 -14.22
O -18.92 -0.88 -21.42
O -17.65 -10.24 -15.43
O -22.58 -7.37 -14.62
O -22.54 -7.70 -17.27
O -17.01 -0.72 -22.66
O -19.44 -4.81 -12.99
C -16.94 -2.89 -23.40
C -17.84 -8.10 -19.44
C -21.44 0.74 -18.51
C -17.97 -2.87 -22.30
C -16.07 -1.56 -23.34
C -20.95 -2.60 -10.60
C -17.34 -3.72 -17.61
C -19.86 -2.41 -11.62
C -16.73 -9.20 -19.44
C -22.62 -5.15 -16.22
C -13.66 -5.28 -19.67
C -12.39 -6.10 -19.55
C -19.82 -9.04 -14.26
C -21.95 -4.10 -12.38
C -14.83 -2.34 -14.27
C -21.14 -10.56 -15.77
C -18.60 -4.47 -17.06
C -24.81 -6.81 -16.06
C -20.59 -0.32 -17.74
C -16.96 -6.53 -13.09
C -21.65 -1.17 -17.04
C -20.72 -10.23 -14.32
C -14.71 -0.84 -14.30
C -23.97 -4.43 -16.08
C -20.09 -9.98 -16.73
C -25.12 -5.36 -15.60
C -22.99 -0.37 -16.72
C -22.29 -2.92 -11.36
C -18.05 -1.41 -22.09
C -15.91 -6.61 -14.27
H -14.50 -5.89 -19.35
H -18.72 -4.45 -15.98
H -18.05 -6.56 -13.21
H -16.27 -3.75 -23.41
H -17.47 -3.06 -24.34
H -21.33 -1.64 -16.11
H -19.28 -8.82 -13.33
H -18.41 -8.20 -20.36
H -15.40 -0.41 -15.02
H -16.40 -5.93 -14.97
H -22.00 -1.99 -17.65
H -21.25 -11.64 -15.84
H -20.81 -3.42 -9.89
H -22.07 -10.09 -16.08
H -20.12 -11.06 -13.94
H -23.38 -0.24 -15.71
H -17.04 -10.24 -19.36
H -18.82 -2.56 -11.32
H -12.38 -6.98 -20.19
H -19.85 -0.84 -18.35
H -21.64 -10.04 -13.77
H -20.46 -8.98 -16.96
H -13.98 -2.78 -13.74
H -15.37 -1.97 -22.61
H -19.79 -10.51 -17.64
H -17.43 -3.63 -18.69
H -21.89 0.22 -19.36
H -14.74 -2.70 -15.29
H -21.69 -4.93 -11.72
H -25.24 -5.46 -14.52
H -14.92 -0.30 -13.38
H -18.53 -8.16 -18.59
H -23.73 -0.73 -17.43
H -22.82 -2.12 -11.87
H -21.82 -4.82 -15.55
H -26.13 -5.02 -15.84
H -15.73 -7.61 -14.67
H -19.94 -1.45 -12.13
H -20.44 -8.18 -14.53
H -16.41 -4.26 -17.45
H -16.04 -9.01 -20.26
H -20.93 -1.65 -10.07
H -12.38 -6.52 -18.55
H -18.66 -5.55 -17.23
H -22.59 -4.49 -13.17
H -16.84 -5.53 -12.67
H -21.03 1.71 -18.78
H -18.94 -3.23 -22.66
H -24.09 -3.56 -15.43
H -25.26 -7.74 -15.69
H -20.06 0.00 -16.84
H -24.99 -6.92 -17.13
H -13.88 -4.82 -20.63
H -17.60 -3.16 -21.32
H -15.57 -1.22 -24.24
H -24.19 -4.09 -17.09
H -22.30 -4.94 -17.24
H -22.99 -3.45 -10.71
*
```

---

# 4
Computed, not measured: an isolated ion of composition C30H58NO3S and charge +1 in a non-equilibrium geometry, with wB97M-V/def2-TZVPD.

Summary:
E_tot   -50510.1835 eV
Orbital gap   7.86 eV
LUMO   -0.098 hartree

```
! wB97M-V def2-TZVPD RIJCOSX def2/J DEFGRID3
* xyz 1 1
S 2.08 0.04 3.09
O -8.75 1.68 -1.11
O -0.59 -0.48 2.74
O -10.80 1.00 -0.63
N -0.30 2.04 1.36
C 6.34 1.39 -3.87
C 0.97 -4.00 1.07
C 0.78 -5.79 -0.73
C -6.83 1.15 0.34
C -10.45 1.40 -2.88
C -0.14 -2.98 1.55
C 2.78 4.30 0.46
C -10.02 1.33 -1.42
C 3.03 -6.99 -0.24
C 2.30 -5.87 -1.02
C 3.58 -6.54 1.15
C 3.40 4.07 -0.94
C -0.17 0.77 0.60
C -0.75 -0.46 1.31
C 0.29 0.46 3.26
C 6.21 2.54 -2.84
C -3.08 0.47 0.53
C 0.51 3.14 0.70
C 0.03 -1.70 0.73
C 0.41 -5.42 0.72
C -2.26 -0.73 1.02
C -5.45 1.07 -0.37
C 7.46 3.33 -2.49
C 4.75 3.31 -0.95
C -4.54 -0.01 0.28
C 5.01 2.77 -2.34
C -8.00 0.63 -0.49
C -0.06 1.91 2.83
C 3.77 4.80 1.54
C 2.02 2.99 0.90
H 0.31 -5.10 -1.44
H 0.87 0.56 0.36
H -4.43 -0.85 -0.43
H 2.33 2.76 1.92
H 3.46 5.02 -1.50
H 0.87 -6.14 1.41
H 7.34 4.35 -2.87
H -6.82 0.59 1.28
H 2.32 -0.13 1.77
H 8.29 2.89 -3.05
H 2.69 3.45 -1.50
H -4.96 -0.45 1.19
H 7.72 3.31 -1.43
H 2.41 2.20 0.24
H -7.03 2.20 0.60
H 7.37 1.03 -3.84
H 0.02 -2.85 2.62
H -0.38 -1.85 -0.28
H 1.76 -4.00 1.82
H 3.90 -7.29 -0.83
H -2.38 -1.61 0.37
H 4.66 -6.39 1.15
H -5.66 0.72 -1.39
H -0.67 -5.40 0.87
H -2.73 0.82 -0.45
H -9.97 0.60 -3.47
H 4.14 2.51 -2.95
H -10.26 2.39 -3.31
H -2.71 -1.04 1.98
H -1.27 2.35 1.24
H -0.64 0.94 -0.38
H -1.13 -3.44 1.41
H 0.20 4.13 1.06
H 6.08 1.81 -4.85
H 0.33 3.06 -0.37
H -8.68 0.11 0.21
H 2.36 -7.85 -0.12
H 3.13 -5.57 1.42
H -4.95 2.04 -0.47
H 4.82 4.62 1.31
H -1.02 2.13 3.32
H 0.36 -6.78 -0.93
H -11.52 1.23 -2.96
H 0.65 2.63 3.23
H 2.00 5.06 0.35
H 3.56 4.36 2.52
H 5.62 0.63 -3.59
H 0.14 0.46 4.35
H 2.40 -6.09 -2.09
H 4.65 2.48 -0.24
H 1.41 -3.59 0.16
H 3.64 5.89 1.64
H 2.78 -4.90 -0.88
H 1.10 -1.50 0.62
H 3.27 -7.25 1.92
H -3.12 1.31 1.25
H 5.54 3.98 -0.61
H -7.71 -0.14 -1.22
*
```